Record 1
This record from OMol25 describes a cluster of 2 separate species, C11H15N in total. The level of theory is the ωB97M-V functional and the def2-TZVPD basis.

Results
SMILES string	Cc1c[nH]c2ccccc12.CC
strongest force on any atom	8.84	eV/Å
lowest unoccupied orbital energy	0.944	eV
spin multiplicity	1
frontier orbital gap	8.810	eV

```
27
Properties=species:S:1:pos:R:3:mulliken_charge:R:1
N -0.039 1.584 0.974 0.0082
C -1.089 0.529 -0.699 1.1528
C -1.229 0.075 -2.072 -0.4793
C -2.147 0.953 0.251 0.3952
C -3.427 0.348 0.467 -1.2145
C -0.016 -0.181 -2.646 -0.4358
C 2.844 -1.555 0.989 -0.9246
C 0.171 0.857 -0.188 -0.4059
C 1.313 0.121 -2.040 -0.6244
C -1.494 1.770 1.221 -1.0088
C 1.395 0.709 -0.821 -0.6258
C 1.376 -1.465 1.407 -0.4292
H 1.094 -0.504 1.891 0.1366
H 3.452 -0.786 1.599 0.2185
H -4.091 0.973 1.101 0.3866
H 3.031 -1.565 -0.153 0.2395
H 0.631 1.987 1.519 0.1366
H -2.273 0.094 -2.510 0.3122
H 0.769 -1.466 0.473 0.0385
H -3.445 -0.637 0.969 0.2581
H 3.220 -2.571 1.318 0.3421
H 1.087 -2.242 2.108 0.4223
H 2.341 0.779 -0.287 0.4460
H -1.668 2.352 1.997 0.5304
H 2.091 -0.147 -2.628 0.6035
H 0.132 -0.446 -3.763 0.2212
H -4.029 0.434 -0.477 0.2999
```

---

Record 2
This record from OMol25 describes a structure of composition C11H15N2. The level of theory is the ωB97M-V functional and the def2-TZVPD basis.

Results
total charge	+1
strongest force on any atom	6.19	eV/Å
lowest unoccupied orbital energy (spin up / spin down)	-5.008 / -5.009	eV
spin multiplicity	1
frontier orbital gap (spin up / spin down)	7.258 / 7.256	eV

```
28
Properties=species:S:1:pos:R:3:mulliken_charge:R:1
N 2.156 -3.855 0.542 -0.6811
N 0.145 -0.133 -0.237 -0.0963
C -2.212 -0.249 0.993 -0.6280
C 1.024 1.972 -1.018 -0.6341
C -0.156 3.969 -0.287 -0.5385
C 0.072 1.198 -0.288 0.8572
C -0.952 1.868 0.485 0.8832
C -1.053 3.252 0.429 -0.7453
C 0.953 3.323 -0.830 -0.4890
C 0.984 -0.902 -0.999 -1.2069
C -1.982 1.161 1.099 -0.2806
C -1.380 -1.076 0.400 0.9230
C -1.220 -2.500 0.289 -1.6665
H 1.846 3.857 -1.276 0.3269
H -3.193 -0.473 1.356 0.4197
H 2.750 -3.364 1.252 0.2366
H 1.832 1.501 -1.620 0.3415
H -1.343 -2.655 -0.769 0.4046
H -0.183 -2.799 0.599 0.4499
H -1.858 -2.952 0.950 0.4347
H 0.811 -1.929 -0.834 0.2095
H -1.906 3.773 0.898 0.3340
H 2.016 -0.635 -1.004 0.4396
H 2.246 -4.776 0.642 0.2063
H -0.287 5.083 -0.348 0.3348
H 0.737 -0.818 -2.039 0.4615
H -2.541 1.670 1.811 0.4845
H 2.692 -3.510 -0.196 0.2189
```

---

Record 3
This record from OMol25 describes the ion C11H15N2O with charge +1. The level of theory is the ωB97M-V functional and the def2-TZVPD basis.

Results
total charge	+1
SMILES string	C[N@H+]1CC[C@]2(O)c3ccccc3N[C@H]12
strongest force on any atom	3.35	eV/Å
lowest unoccupied orbital energy	-2.612	eV
spin multiplicity	1
frontier orbital gap	9.344	eV

```
29
Properties=species:S:1:pos:R:3:mulliken_charge:R:1
O -0.169 -1.964 1.436 -0.5783
N 1.590 0.477 -0.269 -0.0901
N -0.369 1.389 0.712 -0.2481
C 2.057 -0.917 -0.530 -0.6038
C -2.687 -1.188 -0.404 -0.6330
C 0.517 0.293 0.794 -0.5313
C -0.154 -0.994 0.399 1.7158
C -1.542 -0.528 0.029 -0.0933
C 2.681 1.420 -0.027 -0.7310
C 0.736 -1.674 -0.670 -1.2661
C -2.810 1.542 0.178 -0.7189
C -3.979 0.798 0.025 -0.5426
C -1.608 0.820 0.337 0.0763
C -3.938 -0.525 -0.383 -0.4625
H 2.704 -0.937 -1.415 0.4163
H 3.408 0.879 0.625 0.2892
H -2.727 -2.229 -0.457 0.4390
H -2.887 2.579 0.483 0.3787
H 1.012 0.104 1.749 0.3111
H -4.829 -1.110 -0.673 0.3733
H -4.859 1.425 -0.118 0.3704
H 2.709 -1.192 0.375 0.4034
H -0.474 2.134 1.486 0.3779
H 0.952 0.622 -1.056 0.4031
H -0.942 -1.959 1.956 0.4284
H 0.258 -1.546 -1.574 0.4189
H 3.136 1.636 -1.057 0.3233
H 0.835 -2.843 -0.503 0.4177
H 2.127 2.255 0.420 0.3566
```

---

Record 4
This record from OMol25 describes the ion C11H15N2OS with charge +1. The level of theory is the ωB97M-V functional and the def2-TZVPD basis.

Results
total charge	+1
SMILES string	CCCC1=[NH+]c2ccccc2[S@@](C)(=O)=N1
strongest force on any atom	6.59	eV/Å
lowest unoccupied orbital energy	-4.256	eV
spin multiplicity	1
frontier orbital gap	9.135	eV

```
30
Properties=species:S:1:pos:R:3:mulliken_charge:R:1
S 1.238 -1.172 -1.055 1.1916
O 1.790 -1.877 -2.117 -0.5842
N -1.076 0.515 0.037 0.0849
N 1.028 0.346 -1.400 -0.5734
C -0.069 2.646 -0.568 -0.6480
C -2.879 -2.618 0.197 -0.5056
C 2.337 -1.150 0.429 -0.9217
C -2.579 -1.303 0.222 -0.8422
C -0.109 1.201 -0.520 0.4141
C -0.370 -1.739 -0.617 0.5932
C -0.741 -3.061 -0.915 -0.8056
C -2.004 -3.481 -0.513 -0.4914
C -1.333 -0.872 -0.206 0.4853
C 1.198 2.744 1.445 -1.1058
C 1.281 3.278 -0.008 -0.4470
H 0.090 -3.602 -1.371 0.4682
H 1.993 -0.377 1.121 0.2567
H 2.084 2.785 -0.469 0.3831
H -3.854 -3.074 0.619 0.3301
H -1.022 2.920 0.037 0.2414
H 3.265 -1.003 0.071 0.4440
H 2.451 -2.210 0.938 0.3378
H -3.395 -0.658 0.597 0.3472
H 0.770 3.562 1.938 0.3972
H -2.409 -4.511 -0.593 0.3431
H 2.145 2.693 1.913 0.3399
H -0.141 3.033 -1.545 0.3121
H 1.399 4.374 0.059 0.3311
H 0.706 1.788 1.592 0.2798
H -1.796 0.823 0.682 0.3440
```

---

Record 5
This record from OMol25 describes a cluster of 2 separate species, C11H15N3 in total. The level of theory is the ωB97M-V functional and the def2-TZVPD basis.

Results
strongest force on any atom	4.42	eV/Å
lowest unoccupied orbital energy	0.662	eV
spin multiplicity	1
frontier orbital gap	8.213	eV

```
29
Properties=species:S:1:pos:R:3:mulliken_charge:R:1
N -3.828 -1.016 0.916 -0.0907
N -3.083 1.897 -0.719 -1.2703
N -2.043 1.462 -0.574 0.9210
C -0.252 -1.419 -0.503 -1.1361
C -0.913 0.972 -0.407 -0.5146
C 1.000 0.219 -1.812 -1.2840
C 0.006 1.301 0.777 0.1180
C 1.408 1.543 0.276 -1.3988
C -0.037 -0.033 1.605 -0.9494
C 1.985 -0.796 0.216 -1.4380
C -4.206 -0.948 -0.182 -0.2275
C 1.904 0.501 -0.636 0.5437
C -0.445 -0.127 -1.326 0.0794
C 0.534 -1.142 0.736 0.2131
H 2.730 -0.672 0.993 0.5040
H 0.489 0.250 2.508 0.5200
H 2.990 0.782 -0.989 0.2176
H 0.646 -1.885 1.436 0.3517
H 0.932 1.135 -2.371 0.4426
H 1.879 1.588 1.203 0.5561
H 1.265 2.571 -0.260 0.3131
H 0.156 -2.311 -1.035 0.4650
H -1.246 -1.784 -0.172 0.3164
H 1.479 -0.667 -2.395 0.4065
H -1.092 -0.256 2.045 0.0851
H -1.027 -0.336 -2.131 0.7285
H 2.538 -1.611 -0.291 0.4355
H -0.440 2.077 1.338 0.7731
H -3.330 -1.295 1.752 0.3187
```

---

Record 6
This record from OMol25 describes a cluster of 2 separate species, C11H15N3O6 in total. The level of theory is the ωB97M-V functional and the def2-TZVPD basis.

Results
SMILES string	O=C(O)c1cc[n+]([O-])c(O)c1.CNC(=O)CNC(C)=O
strongest force on any atom	2.89	eV/Å
lowest unoccupied orbital energy	-0.599	eV
spin multiplicity	1
frontier orbital gap	8.443	eV

```
35
Properties=species:S:1:pos:R:3:mulliken_charge:R:1
O 0.343 2.936 0.868 -0.5899
O -4.975 1.128 -1.739 -0.8190
O -1.095 3.876 2.338 -0.4593
O 2.508 -2.166 -1.735 -0.7355
O -2.503 0.678 -2.640 -0.4691
O 0.393 -2.465 2.284 -0.6755
N 1.721 -0.579 -0.350 -0.1321
N 1.899 -3.282 0.836 -0.0815
N -4.031 1.582 -1.080 0.6512
C -1.921 2.617 0.430 0.4886
C -1.691 1.896 -0.757 -0.4256
C -2.763 1.384 -1.493 0.3233
C 0.940 -2.418 1.188 0.5027
C 3.651 -0.084 -1.718 -1.2372
C -4.293 2.266 0.042 -0.4891
C 0.569 -1.311 0.193 -0.4663
C 2.413 -4.347 1.695 -0.9522
C 2.569 -1.036 -1.270 0.8589
C -3.259 2.798 0.824 -0.7805
C -0.803 3.159 1.229 0.4521
H -0.235 4.125 2.708 0.3574
H 2.283 -3.184 -0.100 0.2563
H 1.867 0.360 -0.010 0.2386
H 3.017 -3.914 2.494 0.2820
H 3.025 -5.037 1.114 0.3501
H -0.682 1.724 -1.121 0.5099
H -5.329 2.400 0.337 0.4168
H -3.355 0.398 -3.025 0.3607
H 1.581 -4.893 2.142 0.2988
H -3.496 3.346 1.734 0.4664
H 3.194 0.815 -2.127 0.3333
H -0.099 -0.611 0.695 0.2291
H 0.022 -1.770 -0.631 0.2807
H 4.254 -0.567 -2.486 0.3308
H 4.280 0.175 -0.869 0.3250
```

---

Record 7
This record from OMol25 describes a cluster of 2 separate species, C11H15N3S in total. The level of theory is the ωB97M-V functional and the def2-TZVPD basis.

Results
strongest force on any atom	5.73	eV/Å
lowest unoccupied orbital energy (spin up / spin down)	-0.270 / -0.258	eV
spin multiplicity	1
frontier orbital gap (spin up / spin down)	6.669 / 6.419	eV

```
30
Properties=species:S:1:pos:R:3:mulliken_charge:R:1
S 0.193 -0.919 -2.102 0.0261
N -1.475 2.415 -1.789 -0.5791
N 1.694 1.164 -1.880 -0.5954
N -0.898 1.026 0.497 -0.4197
C 1.917 -1.091 -2.378 -0.0825
C 2.499 0.131 -2.145 -0.7706
C 0.961 0.035 1.618 -0.5183
C -0.616 1.588 -1.561 0.5177
C -1.041 -1.312 0.537 0.4272
C -0.412 -0.149 0.888 0.5067
C 1.221 1.558 1.478 -0.8668
C -2.364 -1.136 -0.083 -1.2829
C -0.295 1.997 1.389 -0.6613
C 0.394 0.800 -1.914 0.3154
C -0.549 -2.708 0.930 -1.8148
H 1.597 2.125 2.262 0.4143
H 2.135 -2.114 -2.641 0.4422
H -3.052 -1.019 0.704 0.4242
H 1.845 1.712 0.672 0.3327
H -2.784 -2.064 -0.680 0.2269
H -0.901 1.902 2.269 0.4164
H -0.590 -3.266 0.075 0.4915
H -2.324 -0.272 -0.600 0.4060
H -2.162 2.863 -1.240 0.2969
H 0.631 -0.323 2.663 0.3504
H 3.483 0.197 -2.212 0.6041
H -1.116 -3.032 1.752 0.3807
H -0.331 3.122 1.132 0.2910
H 1.871 -0.429 1.217 0.2865
H 0.468 -2.801 1.141 0.4345
```

---

Record 8
This record from OMol25 describes a cluster of 2 separate species, C11H15NO in total. The level of theory is the ωB97M-V functional and the def2-TZVPD basis.

Results
SMILES string	Cc1c[nH]c2ccccc12.CCO
strongest force on any atom	4.06	eV/Å
lowest unoccupied orbital energy	0.832	eV
spin multiplicity	1
frontier orbital gap	8.821	eV

```
28
Properties=species:S:1:pos:R:3:mulliken_charge:R:1
O -1.873 -3.039 2.765 -0.4841
N 2.121 1.102 -2.187 -0.0247
C 1.578 1.181 1.558 -1.0947
C 1.552 1.188 0.072 0.4393
C -0.398 -1.614 1.510 -0.3521
C -1.465 0.229 -2.687 -0.2028
C 0.752 0.714 -2.122 -0.5500
C -1.952 0.632 -1.450 -0.5548
C -0.976 0.966 -0.531 0.0106
C 2.553 1.292 -0.866 -0.8527
C -0.199 0.393 -3.158 -0.9691
C 0.402 0.821 -0.811 1.1583
C -1.446 -1.665 2.708 -0.0241
H -0.811 -2.003 0.512 0.2372
H 2.667 1.113 -3.009 0.1521
H 0.149 0.271 -4.125 0.4670
H -2.217 -0.265 -3.372 0.2748
H 0.686 -2.020 1.689 0.2272
H 0.727 0.598 1.818 0.2110
H -1.934 -3.224 1.787 0.3486
H -1.208 1.593 0.418 0.1998
H 1.842 1.986 2.293 0.3458
H -3.037 0.609 -1.112 0.3311
H -2.377 -0.891 2.718 0.2125
H -0.114 -0.709 0.989 -0.4928
H 2.353 0.453 1.741 0.3407
H 3.401 1.847 -0.748 0.4303
H -0.775 -1.560 3.597 0.2155
```

---

The records above yield energy above the lowest of the compared OMol25 structures with the same formula, charge and spin values of 61.4, 60.6, 1.5, 63.1, 90.2, 48.8, 128.9, 70.8 kcal per mole, respectively.